Entry 1:
48
Properties=species:S:1:pos:R:3:mulliken_charge:R:1 method="wB97M-V/def2-TZVPD" relative_energy_ev=0.000 spin_multiplicity=1 gap_ev=8.01 e_tot_ha=-977.82828 total_charge=+1
O -0.53442 -2.87737 -0.32007 -0.442
O 1.68075 0.75152 -1.64989 -0.532
N 0.84996 4.23959 2.62122 -0.430
N 2.50637 0.23467 0.82252 -0.099
N -3.64265 -6.02899 -2.73275 -0.537
C 1.53440 1.35860 0.72796 -0.569
C -4.16047 -5.45838 -3.82457 -0.277
C -4.01988 -4.11487 -4.13455 -0.341
C 2.12415 -0.99237 0.01899 0.388
C 0.35374 4.80881 1.51483 -0.114
C -2.95460 -5.23603 -1.90614 -0.329
C -3.30329 -3.31245 -3.26103 -0.373
C 1.54900 5.03234 3.44234 -0.216
C -0.01560 -2.32503 0.89889 0.300
C 1.52750 -2.14595 0.89969 -1.283
C -2.75752 -3.88098 -2.11984 -0.010
C 1.01165 1.61045 -0.72698 -0.481
C 1.25412 6.94205 2.05618 -0.155
C 0.52717 6.14311 1.18808 -0.624
C 1.31262 -0.58795 -1.24756 -0.894
C 1.77636 6.37833 3.20860 -0.424
C -0.82826 -1.08493 1.36390 -1.321
H -4.71511 -6.12491 -4.47525 0.349
H 2.05612 -3.09100 0.66743 0.346
H 3.36867 0.57549 0.38978 0.473
H 1.93983 4.54830 4.33005 0.369
H 2.76673 -0.00518 1.78032 0.381
H -0.45728 -0.72617 2.34513 0.344
H 1.20781 2.66801 -0.97748 0.443
H -4.46023 -3.70831 -5.03506 0.364
H -0.08810 1.49013 -0.74575 0.305
H -0.79292 -0.23321 0.66624 0.204
H 1.41062 7.99071 1.83724 0.387
H 0.10371 6.54719 0.27856 0.359
H 0.22362 -3.09336 -0.86390 0.311
H -2.54516 -5.72694 -1.02977 0.368
H -0.21202 4.14592 0.86685 0.506
H 0.21770 -0.58399 -1.12503 0.454
H 0.74699 1.23828 1.48860 0.286
H 2.08305 2.27321 1.03055 0.339
H -1.87631 -1.40020 1.51450 0.442
H 1.81035 -1.92153 1.95424 0.395
H 2.34735 6.96977 3.91096 0.366
H 1.56857 -1.26545 -2.07719 0.404
H -3.17200 -2.25659 -3.46692 0.368
H -2.19367 -3.28885 -1.41339 0.448
H -0.22767 -3.10386 1.66329 0.370
H 3.09826 -1.37162 -0.35383 0.383


Entry 2:
49
Properties=species:S:1:pos:R:3:mulliken_charge:R:1 method="wB97M-V/def2-TZVPD" relative_energy_ev=0.000 spin_multiplicity=1 gap_ev=5.26 e_tot_ha=-1376.29534 total_charge=-1
S 7.51438 1.80679 1.49006 -0.259
O -5.61183 0.60392 -1.25941 -0.889
O 3.50071 -1.67841 -0.65957 -0.464
N 1.97990 1.55608 -0.30989 -0.589
N -3.75112 -1.34304 0.92767 -0.366
N 1.31610 -1.17817 -0.22998 -0.498
C -3.42528 0.03268 0.59844 -0.069
C -4.49604 -2.05997 -0.10985 -0.743
C 2.51759 -0.74349 -0.43457 0.578
C 6.68110 1.37592 -0.06675 -0.566
C -0.32057 2.11364 0.09212 -0.742
C 3.80180 -2.45993 0.49956 -0.324
C 2.88147 0.62812 -0.48189 0.424
C -1.62311 1.72329 0.29939 -0.934
C -7.21023 2.40633 -1.14129 -1.198
C -1.97526 0.34731 0.35411 0.437
C 4.28396 1.08738 -0.78169 -0.907
C 0.70169 1.14963 -0.08349 0.475
C 3.03458 -3.76580 0.52140 -1.253
C -6.67396 1.07041 -0.57610 -0.147
C -0.97652 -0.58604 0.17324 -0.194
C 5.38471 0.55237 0.13167 -0.217
C 0.37105 -0.21318 -0.04608 -0.171
H 6.46949 2.28475 -0.61865 0.358
H 3.56663 -1.90648 1.40780 0.312
H -2.38096 2.48373 0.40893 0.437
H -6.49194 1.26879 0.51759 0.152
H 7.37700 0.81145 -0.67500 0.410
H -4.88032 -1.33872 -0.82915 0.333
H -7.56465 0.38604 -0.54949 0.190
H 4.50028 0.88677 -1.82995 0.256
H 2.03460 -3.59129 0.90179 0.259
H -3.73105 0.66997 1.43369 0.249
H 6.44879 1.77362 2.29521 0.119
H 5.08044 0.55069 1.16949 0.410
H 3.51309 -4.48270 1.18336 0.416
H 5.62579 -0.45240 -0.18725 -0.120
H -4.03033 0.38071 -0.25140 0.182
H -6.43696 3.17783 -1.10103 0.278
H -5.35401 -2.56097 0.34304 0.247
H -1.21661 -1.63770 0.17799 0.405
H 4.87564 -2.62695 0.51042 0.405
H 2.94657 -4.17036 -0.48006 0.293
H -0.03448 3.15177 0.04968 0.437
H -2.95956 -1.87063 1.25348 0.268
H -3.91520 -2.83263 -0.62373 0.244
H -8.07909 2.76732 -0.56482 0.368
H -7.52427 2.28410 -2.18079 0.254
H 4.25603 2.16744 -0.66825 0.453


Entry 3:
50
Properties=species:S:1:pos:R:3:mulliken_charge:R:1 method="wB97M-V/def2-TZVPD" relative_energy_ev=2.010 spin_multiplicity=1 gap_ev=9.39 e_tot_ha=-1108.12581 total_charge=0 smiles="CN1CCCC[C@@H]1C(=O)N(CCC(=O)NCc1ncco1)C1CC1"
O -0.07366 1.91056 -0.48216 -0.647
O -2.79971 -2.37615 -1.65002 -0.677
O -1.16480 -4.64295 -4.24375 -0.282
N 1.09792 3.31946 1.67657 -0.127
N -0.93328 0.41753 0.98548 0.412
N -1.34422 -1.74303 -3.26499 -0.183
N -0.68781 -3.51486 -6.09181 -0.588
C -0.05881 1.42075 0.63165 -0.261
C -1.86422 -1.14113 2.74545 -0.775
C 2.10287 3.73897 2.64367 -0.500
C -0.10166 -4.77529 -6.15696 -0.310
C 2.29547 1.20526 1.31626 -0.957
C -0.39519 -5.44944 -5.03143 -0.202
C -0.17107 3.96745 1.95656 -1.044
C -1.71212 -0.14859 -0.11313 -1.113
C -1.77067 -1.81153 -1.97364 0.390
C -0.88715 -1.11839 -0.95922 0.027
C -0.70035 -0.40697 2.14528 0.070
C -2.06800 -2.37970 -4.34764 -0.713
C -1.29523 -3.50113 -4.95581 0.653
C -1.24916 0.00684 3.48282 -0.573
C 0.96094 1.86956 1.67768 0.518
C 3.39468 1.63441 2.27841 -0.762
C 3.46943 3.15534 2.32389 -0.789
H -1.80071 0.93695 3.50039 0.233
H 2.17848 0.11825 1.32128 0.237
H -2.99842 -2.74958 -3.91870 0.351
H -0.03240 5.04857 1.95701 0.392
H -2.05097 0.68050 -0.73026 0.381
H -1.68006 -2.14349 3.10487 0.253
H -0.65103 -0.19211 4.36164 0.267
H -0.06641 -0.58156 -1.43624 0.158
H 1.80932 3.43855 3.66894 0.332
H 4.35192 1.20503 1.97652 0.362
H -0.47015 -1.89864 -0.31716 0.223
H 2.54392 1.50725 0.29587 0.382
H -0.16881 -6.42830 -4.65070 0.391
H -2.57953 -0.66769 0.28249 0.306
H 3.79788 3.53620 1.35348 0.337
H 0.48067 -5.09320 -7.00385 0.374
H 0.24514 -0.93999 2.15699 0.262
H 3.17339 1.25071 3.28056 0.332
H -0.89768 3.72077 1.18423 0.272
H 4.19065 3.48711 3.07330 0.381
H -0.58072 3.67601 2.93936 0.323
H -2.29158 -1.66603 -5.13876 0.328
H -2.84286 -0.99390 2.31302 0.292
H 0.65063 1.52523 2.67591 0.558
H 2.14254 4.82969 2.63118 0.458
H -0.49741 -1.24331 -3.47451 0.248